Formula: H12O6
Source: the OMol25 dataset
Level of theory: ωB97M-V with the def2-TZVPD basis set

Each line ends with the Löwdin charge.
Positions of all 18 atoms, in Å:
O1 1.81262 1.40273 3.49289  -0.043
H1 1.35529 0.76418 2.94578  0.024
H2 1.11701 1.83957 3.98435  0.028
O2 0.56776 -0.67336 -2.79293  -0.047
H3 0.71606 -1.59827 -2.98987  0.053
H4 -0.38465 -0.58604 -2.75381  -0.019
O3 -0.06758 2.38142 0.75290  -0.034
H5 0.11094 2.78811 1.60082  0.035
H6 -1.00830 2.50106 0.62267  0.045
O4 -2.22513 -0.19387 -2.61622  -0.027
H7 -2.39714 0.74382 -2.53038  0.055
H8 -2.96312 -0.61461 -2.17511  0.059
O5 0.10101 -0.58747 0.05831  -0.042
H9 0.12847 -0.39934 -0.87981  0.007
H10 0.01088 0.27070 0.47263  0.011
O6 0.80068 -2.93263 1.10995  -0.077
H11 1.72444 -3.05831 0.89290  0.022
H12 0.60075 -2.04763 0.80494  -0.048

The charge is 0. Its HOMO energy is -10.4 eV. Its structure (SMILES) is O.O.O.O.O.O. The calculation puts the energy relative to the best compared isomer or geometry (same formula, charge and spin) at 26.6 kcal per mole. For the LUMO energy, the calculation gives 0.00 eV. As for the calculated total energy: -12479.9604 eV. As for the largest force on an atom: 0.97 eV Å⁻¹.